## P
Entry from OMol25: a structure of composition C18H25Cl2IrN2O4S2 (wB97M-V/def2-TZVPD).

XYZ file:
```
54
C18H25Cl2IrN2O4S2, DFT wB97M-V/def2-TZVPD
C -2.77105 -1.43110 -1.90769
H 3.33806 -1.25202 -4.12863
C -2.35486 4.26079 -0.92482
O -0.34446 -1.28457 -1.55610
H 3.29914 2.54133 -0.81745
H -1.26067 -0.54367 -3.27060
Ir 0.17359 0.46159 -0.58387
O 1.71541 -0.85259 0.08530
H 2.38138 0.12125 -4.76326
N 3.65846 1.89112 -1.49785
S 1.14289 1.32180 -2.52888
H 0.31843 -0.04927 2.95424
H 2.33207 0.13032 1.75583
H 1.48241 -1.62377 -2.49288
N 3.71870 0.61070 -3.22205
H 5.85856 0.52279 -3.44435
C -0.25146 4.80236 0.87409
H -3.11594 -2.45911 -1.80062
C -1.97326 -0.83798 1.56633
H 2.44936 -2.72552 -0.46177
H 0.53904 -3.08561 -2.11225
H 4.09798 -0.03302 -5.16352
Cl 0.79957 2.31869 0.69292
C 0.39895 -0.82312 2.18896
C 1.79899 -0.79147 1.53578
H -1.95645 -1.41760 2.48977
H -1.19505 -2.30537 -3.13196
H 0.19356 -1.78846 2.65035
C 3.35047 -0.19649 -4.39259
O -0.58711 -0.61303 1.15633
H 2.40879 -1.62464 1.88183
S -1.61421 1.68636 -1.27282
H -3.68670 -1.86441 0.84809
H 5.78180 2.15908 -1.22510
H 0.83329 -2.73591 0.29547
C 1.48862 -2.21471 -0.40192
C -0.38988 3.57978 0.29755
C -2.68174 -1.61198 0.49666
C -2.22969 5.51902 -0.35346
H -1.11870 6.76751 0.97639
O -2.74586 -0.77444 -0.64997
H -3.48491 -0.90928 -2.54359
C 2.88533 1.22330 -2.36892
C 4.98858 1.70436 -1.79261
C -1.38379 -1.38324 -2.58676
C 5.02398 0.90158 -2.87947
H -2.95087 6.28466 -0.60616
H 0.54620 5.02350 1.57053
H -2.43689 0.13003 1.75902
C 0.84032 -2.10162 -1.75397
H -2.14704 -2.54293 0.28478
C -1.41522 3.23700 -0.61152
Cl -3.62843 3.93245 -1.99796
C -1.20150 5.78435 0.53165
```

As for the HOMO-LUMO gap (alpha / beta): 8.1 / 5.9 eV. The HOMO energy (alpha / beta) comes out at -17.57 / -17.60 eV. The charge is +3. For the LUMO energy (alpha / beta), the calculation gives -0.3477 / -0.4290 Ha. Its spin multiplicity is 2.


## Q
Entry from OMol25: a structure of composition C18H25Cl2IrN2O4S2 (wB97M-V/def2-TZVPD).

XYZ file:
```
54
C18H25Cl2IrN2O4S2, DFT wB97M-V/def2-TZVPD
C -2.82172 -1.20636 -1.86802
Ir 0.18031 0.52952 -0.78692
O -0.35946 -1.25817 -1.68462
H 0.45896 -3.10366 -2.15575
C 0.57402 -0.63691 2.07217
H -2.19543 0.32627 1.85930
H 2.56257 -1.48356 1.66845
H -1.41390 -2.47281 -2.95226
C -2.58487 4.17722 -0.83827
H 1.43087 -1.68577 -2.64385
C 3.01510 1.10593 -2.39554
H -3.40421 6.05678 -0.23571
O -2.63363 -0.53888 -0.64153
C -0.54195 3.55494 0.27122
H 2.47830 0.26492 1.45585
H 5.86334 1.95015 -1.07519
C 5.16336 0.66670 -2.73736
Cl 0.80664 2.41722 0.46008
H 6.01761 0.23522 -3.23054
C -1.82261 -0.66434 1.59631
H 0.42587 -1.54977 2.65042
C 5.09087 1.50906 -1.68073
H -2.23803 -2.33207 0.33061
C -1.47913 -1.44336 -2.60466
S -1.52240 1.80450 -1.57872
C -1.53767 3.22592 -0.66011
H -3.33622 -2.15836 -1.73010
C -2.59774 5.35039 -0.09365
O -0.46608 -0.55308 1.08665
C -1.58972 5.60520 0.81716
H -3.68392 -1.46071 0.88617
C 3.55198 -0.41153 -4.32609
O 1.71913 -0.80500 -0.09470
C 0.79701 -2.10953 -1.86485
C -2.65722 -1.34132 0.53161
H 0.26387 4.91673 1.71118
N 3.87587 0.42535 -3.16539
H -3.45737 -0.57556 -2.48921
H 4.39429 -0.38197 -5.01132
H 3.38359 2.45797 -0.85456
H -1.60659 6.52026 1.39435
C -0.52864 4.69725 1.00826
H -1.80388 -1.29168 2.48801
H 0.82307 -2.66280 0.20314
H 0.52538 0.21380 2.75456
C 1.92769 -0.66549 1.33205
H 3.38964 -1.44113 -4.01386
C 1.47370 -2.17528 -0.52330
H 2.67333 -0.02092 -4.82967
Cl -3.82241 3.86698 -1.95670
N 3.75578 1.77288 -1.49347
H 2.43358 -2.68895 -0.57664
S 1.30504 1.28530 -2.68042
H -1.33775 -0.77871 -3.45731
```

As for the HOMO-LUMO gap (alpha / beta): 7.9 / 6.1 eV. The HOMO energy (alpha / beta) comes out at -17.53 / -17.65 eV. The charge is +3. For the LUMO energy (alpha / beta), the calculation gives -0.3546 / -0.4259 Ha. Its spin multiplicity is 2.


Which is the most stable structure? P is the most stable.


## P
Entry from OMol25: the molecule C7H13NO3 (wB97M-V/def2-TZVPD).

XYZ file:
```
24
C7H13NO3, DFT wB97M-V/def2-TZVPD
H -3.12578 -0.73497 -1.07962
H 1.73526 -0.63383 1.86310
H -2.27919 0.46508 -0.12551
O 1.21500 1.40937 -0.69137
H -0.14057 0.68796 0.55489
C 0.32830 -0.95833 -0.74360
H -1.81076 -2.35112 0.46316
H -0.48783 -1.78079 -2.91585
C 1.38977 2.36160 0.29462
C 1.77387 0.18487 1.14990
H 1.07067 -1.19133 -1.51455
H -0.89114 0.35289 -1.88301
C -2.22590 -0.56462 -0.48455
N -2.19419 -1.44175 0.68585
O -1.31724 -1.62055 -2.44777
O 1.37831 3.47902 0.07536
C -1.01842 -0.65207 -1.45190
H 2.35149 2.02977 2.30953
H 2.76506 0.26875 0.68785
C 0.73445 0.26548 0.03358
C 1.56854 1.64258 1.66267
H 0.18553 -1.83688 -0.11697
H 0.65248 1.60675 2.26062
H -1.65771 -0.98789 1.41358
```

As for the structure (SMILES): NC[C@H](O)C[C@H]1CCC(=O)O1. As for the HOMO-LUMO gap: 10.2 eV. The HOMO energy comes out at -9.48 eV. The charge is 0. For the LUMO energy, the calculation gives 0.0249 Ha.


## Q
Entry from OMol25: the molecule C7H13NO3 (wB97M-V/def2-TZVPD).

XYZ file:
```
24
C7H13NO3, DFT wB97M-V/def2-TZVPD
H 1.56322 -2.60922 0.30533
H -0.79094 -1.75827 0.51460
H 0.30025 0.19587 1.87016
C 0.54114 1.20870 -0.83166
O -5.21631 -0.33436 -0.02904
H -2.41922 1.96458 0.50959
H -0.23978 1.87427 1.38949
C -0.11953 -1.21305 -0.23035
N -2.89602 -0.53681 -0.53025
H -0.15901 -1.63035 -1.31848
O -2.47855 1.77221 -0.37866
H -1.99098 0.67200 -1.85364
C -4.08987 -0.61460 0.12863
C -0.52777 0.72984 1.29998
H -1.45392 0.32832 1.80811
H 1.39087 1.41757 -0.14057
C -0.50858 0.25962 -0.17208
O -3.08910 -1.05164 0.89980
H 0.01965 2.20200 -0.96528
H 1.73623 -1.05272 1.18416
H 0.81043 0.64327 -1.71661
C 1.39686 -1.51856 0.21013
C -1.91250 0.57590 -0.75334
H 2.31503 -1.06248 -0.37463
```

As for the structure (SMILES): CCC(C)(C)[C@H](O)N1OC1=O. As for the HOMO-LUMO gap: 10.8 eV. The HOMO energy comes out at -10.14 eV. The charge is 0. For the LUMO energy, the calculation gives 0.0228 Ha.


Which is the most stable structure? P is the most stable.


## P
Entry from OMol25: the ion C4H9NOP with charge +1 (wB97M-V/def2-TZVPD).

XYZ file:
```
16
C4H9NOP, DFT wB97M-V/def2-TZVPD
C 1.63046 -0.37746 -0.30809
C 2.57654 -0.03008 0.87208
H -0.49636 0.50306 -1.61610
H 2.62463 1.07676 1.02460
H 2.56308 -0.46809 1.91890
H 1.32088 0.41191 -0.94362
H 3.64410 -0.16190 0.47109
P -0.95691 -0.66134 -1.14159
H -2.63302 -0.85520 1.53842
C -2.99719 -0.28544 0.59696
H 2.16505 -1.04845 -1.01873
C 0.43391 -1.13754 0.09758
H -4.02316 0.11177 0.53716
N -2.32079 -0.17058 -0.45024
O 0.13271 -1.70254 1.09294
H -1.24871 -1.55088 -2.10076
```

As for the structure (SMILES): C=[N+]=[PH2]C(=O)CC. As for the HOMO-LUMO gap: 9.5 eV. The HOMO energy comes out at -14.03 eV. The charge is +1. For the LUMO energy, the calculation gives -0.1672 Ha.


## Q
Entry from OMol25: a cluster of 2 separate species, C4H9NOP in total (wB97M-V/def2-TZVPD).

XYZ file:
```
16
C4H9NOP, DFT wB97M-V/def2-TZVPD
H 2.86984 -0.83209 -0.56935
C -0.21545 1.95540 -0.64742
H -1.26007 2.16926 -0.92737
H 0.40840 2.87038 -0.61188
H 0.45566 -1.96739 -0.54791
H 0.60881 -1.36287 1.04179
C -1.95474 0.26082 0.68548
H -2.71266 -0.50189 1.01434
H 3.52944 0.91108 -0.02056
C -0.12958 -1.66329 0.39167
H -1.19792 -0.71063 -1.24947
P 2.49812 0.06364 0.50178
C -0.78576 -0.38143 -0.24496
H -0.81860 -2.41269 0.85560
O -2.01639 1.44448 0.86279
N 0.15298 0.73496 -0.51064
```

As for the HOMO-LUMO gap (alpha / beta): 7.2 / 7.2 eV. The HOMO energy (alpha / beta) comes out at -13.94 / -13.94 eV. The charge is +1. For the LUMO energy (alpha / beta), the calculation gives -0.2467 / -0.2467 Ha.


Which is the most stable structure? P is the most stable.